[1]
A molecular structure, C42H34N6O4PRuS, computed with ωB97M-V/def2-TZVPD.

Charge = -2
Multiplicity = 2
HOMO level (spin up / spin down) = -0.60 / -0.57 eV
Frontier orbital gap (spin up / spin down) = 0.1678 / 0.1666 Eh
LUMO level (spin up / spin down) = 0.14559 / 0.14562 Ha
Energy above the lowest of the compared OMol25 structures with the same formula, charge and spin = 242.0 kJ/mol

Last column: Löwdin spin population.
Geometry (Å):
Ru -0.08173 0.84172 -0.04438  0.0582
O -0.70781 2.55076 -1.09327  0.0021
C -1.82056 2.72811 -1.55248  0.0004
C -3.01030 1.93955 -1.32113  0.0004
C -4.18166 2.44664 -1.85782  -0.0001
C -5.38580 1.82854 -1.65302  0.0002
C -5.46555 0.66478 -0.84161  0.0004
C -4.33990 0.13324 -0.31530  0.0000
C -3.03144 0.69008 -0.58454  0.0008
O -2.02267 0.06190 -0.20268  0.0030
N -6.58436 2.38688 -2.24611  0.0001
O -6.49381 3.41418 -2.89776  0.0002
O -7.63953 1.80146 -2.06758  0.0001
H -1.95401 3.60766 -2.20132  0.0000
H -4.14970 3.35479 -2.44865  0.0000
H -6.43501 0.22215 -0.65988  0.0000
H -4.36703 -0.75316 0.30650  0.0000
C 3.82263 -1.34737 4.32918  0.0002
C 3.89517 -0.34499 3.36832  0.0012
C 2.91319 -0.23931 2.39310  0.0023
C 1.84279 -1.13390 2.36321  0.0010
C 1.77186 -2.12406 3.33477  0.0005
C 2.75533 -2.23200 4.31450  0.0009
P 0.71784 -1.09854 0.89833  -0.0003
C -0.56716 -2.28062 1.42100  0.0001
C -0.62796 -3.59686 0.98597  0.0001
C -1.63478 -4.44306 1.44197  0.0000
C -2.58149 -3.97095 2.34086  0.0000
C -2.52770 -2.64760 2.77400  0.0000
C -1.52809 -1.80068 2.31416  0.0003
C 1.89915 -1.82835 -0.30407  -0.0012
C 2.95297 -2.61614 0.12978  -0.0057
C 4.16234 -2.62579 -0.57583  -0.0004
C 4.34116 -1.76006 -1.62517  -0.0052
C 3.28011 -0.97041 -2.12584  -0.0006
C 3.46245 -0.03518 -3.18400  -0.0142
C 2.37586 0.72617 -3.59222  -0.0024
C 1.08468 0.47051 -3.15767  -0.0111
C 0.81361 -0.62753 -2.25866  0.0018
C 2.00095 -1.12213 -1.51505  -0.0016
H 4.59540 -1.43733 5.08382  0.0000
H 4.71488 0.36495 3.37830  0.0002
H 2.97750 0.53442 1.63934  0.0008
H 0.94507 -2.82425 3.33425  0.0000
H 2.68824 -3.01714 5.05935  0.0000
H 0.11593 -3.96276 0.28434  0.0001
H -1.67642 -5.46991 1.09452  0.0000
H -3.36196 -4.63148 2.70221  0.0000
H -3.27571 -2.26808 3.46116  0.0000
H -1.49599 -0.76148 2.62903  0.0005
H 2.87294 -3.17189 1.05713  -0.0004
H 4.98209 -3.24532 -0.22917  0.0001
H 5.31640 -1.66143 -2.09148  -0.0002
H 4.45744 0.13093 -3.58479  -0.0010
H 2.53583 1.53713 -4.29933  0.0002
H 0.25880 1.05460 -3.53956  -0.0005
S -1.42060 1.93097 1.97193  0.0393
C -0.04031 2.61844 2.77957  0.2199
N 0.12899 4.01058 2.73150  0.0801
C 1.51561 4.48583 2.56209  0.0151
C 2.26117 3.88903 3.77044  0.0647
C 1.94271 2.42216 3.92161  0.3875
N 0.84929 1.86812 3.40725  0.0410
H -0.49145 4.42050 2.04865  0.0026
H 1.53226 5.56584 2.67300  -0.0004
H 1.91013 4.43772 4.64990  0.0227
H 2.66479 1.78309 4.41684  0.0229
C -0.92112 -1.19737 -4.73679  0.0002
C -1.35479 -1.66832 -3.34768  0.0043
C -1.44064 -3.20409 -3.39822  0.0019
C -2.77290 -1.15018 -3.08064  0.0018
C -0.35474 -1.36104 -2.22587  0.0374
H -1.55654 -1.68243 -5.48968  0.0000
H 0.12086 -1.45735 -4.93644  -0.0001
H -1.02710 -0.12009 -4.86053  0.0000
H -2.15440 -3.52992 -4.16762  0.0004
H -1.77526 -3.59871 -2.43267  0.0001
H -0.46062 -3.63338 -3.62265  0.0002
H -3.47824 -1.51619 -3.84172  0.0002
H -2.79511 -0.05751 -3.09665  0.0000
H -3.12069 -1.48396 -2.10091  0.0001
H -0.42483 -2.09516 -1.42663  0.0014
N 1.69121 1.85227 0.25375  0.0110
C 1.85924 2.94464 0.62755  0.0015
C 2.05235 4.19855 1.16645  0.0028
C 2.32153 5.30789 0.32322  0.0002
N 2.54507 6.25646 -0.30568  -0.0004
C 3.72297 4.10092 3.69948  0.0096
N 4.86667 4.22129 3.69842  0.0007

=====

[2]
A molecular structure, C2H2LiO2, computed with ωB97M-V/def2-TZVPD.

Multiplicity = 2
HOMO level (spin up / spin down) = -7.26 / -9.46 eV
Frontier orbital gap (spin up / spin down) = 0.2567 / 0.3358 Eh
LUMO level (spin up / spin down) = -0.01025 / -0.01182 Ha
Energy above the lowest of the compared OMol25 structures with the same formula, charge and spin = 0.0 kJ/mol

Last column: Löwdin spin population.
Geometry (Å):
H -1.54605 0.40348 -0.79171  0.0120
O 1.06529 -0.96271 0.62358  0.2345
C -0.13859 -0.71772 0.30333  0.2361
C -0.56302 0.52129 -0.27051  0.2539
O 0.23640 1.44582 -0.60298  0.2498
H -0.94536 -1.41290 0.61015  0.0111
Li 1.89133 0.72273 0.12813  0.0026

=====

[3]
A molecular structure, C21H26N6O4, computed with ωB97M-V/def2-TZVPD.

HOMO level = -7.80 eV
Frontier orbital gap = 0.2957 Eh
LUMO level = 0.00894 Ha
Energy above the lowest of the compared OMol25 structures with the same formula, charge and spin = 2145.0 kJ/mol

Last column: natural (NBO) charge in e.
Geometry (Å):
C -4.15875 -3.23497 -0.35612  -0.2744
H -4.63552 -4.15119 -0.60642  0.2095
O -4.92626 -2.07110 -0.71275  -0.5088
C -4.42683 -0.92809 -0.70335  -0.0906
C -4.20667 -0.53292 0.59512  -0.2137
N -3.60119 0.81003 0.73663  -0.1481
C -2.32501 1.05078 0.61683  0.2830
N -2.14079 2.50608 0.27874  -0.3224
N -3.38282 3.00988 0.50945  -0.0281
N -4.14534 2.02131 0.76128  -0.1154
C -1.24785 0.33278 0.27611  -0.1834
N -1.31584 -0.14626 -1.26167  -0.4692
C -0.53874 -1.67110 -1.59858  -0.1974
C 0.99962 -1.31929 -1.44912  -0.2154
N 1.38641 -0.11861 -2.07240  -0.4647
C 2.48147 0.50056 -1.50790  0.6418
O 2.83542 1.49087 -2.00364  -0.5973
C 3.51578 -0.18781 -0.70232  0.1946
C 4.80847 0.55979 -0.38222  -0.2697
C 5.34880 -0.48064 0.55400  -0.2846
C 4.55236 -1.64718 0.28464  0.0416
O 3.38017 -1.32434 -0.20202  -0.3738
H 4.71322 -2.51112 0.84476  0.1930
H 6.24831 -0.37182 1.12408  0.2288
H 5.00172 1.63243 -0.74838  0.2820
C 0.54407 0.57384 -2.84272  -0.2436
C -0.87101 0.61518 -2.12705  -0.2104
H -0.83256 1.92539 -1.65122  0.1870
H -1.75793 0.79035 -2.76919  0.1910
H 0.34867 -0.12308 -3.64302  0.1750
H 0.91966 1.60553 -3.19595  0.2746
H 1.35816 -2.21858 -2.26156  0.1586
H 1.37719 -1.53392 -0.45636  0.2511
H -0.89519 -2.38095 -0.79260  0.2175
H -0.95347 -1.84730 -2.47431  0.1853
C 0.18540 0.74212 0.90110  0.1073
C 0.73230 1.79767 0.49964  -0.3031
C 1.92030 2.14348 1.51007  -0.1486
C 2.56579 1.24562 2.04491  -0.2848
C 1.92096 0.07595 2.34122  -0.2603
C 0.90258 -0.46957 1.82780  0.2766
O 0.08122 -1.54705 2.06737  -0.5133
C 0.76515 -2.62583 2.65601  -0.2624
H 0.16510 -3.59934 2.63597  0.2094
H 1.73740 -2.79238 2.14660  0.1756
H 1.13533 -2.30461 3.64644  0.1881
H 2.65093 -0.86416 2.91085  0.1718
H 3.66302 1.30128 2.52228  0.2361
H 2.37092 3.19233 0.96836  0.2172
H 0.04452 2.59510 0.14334  0.2836
H -1.49274 -0.71544 0.74709  0.2235
H -3.60778 -1.02206 1.27252  0.2117
H -4.99630 -0.12778 1.15649  0.2327
H -3.46051 -0.99154 -1.12484  0.1811
H -5.06383 -0.29694 -1.07307  0.1957
H -3.78810 -3.13987 0.79695  0.1802
H -3.38293 -3.27710 -1.20223  0.1785

=====

[4]
A molecular structure, C35H44Ge2N5O2Rb, computed with ωB97M-V/def2-TZVPD.

HOMO level (spin up / spin down) = -5.92 / -5.92 eV
Frontier orbital gap (spin up / spin down) = 0.2054 / 0.2058 Eh
LUMO level (spin up / spin down) = -0.01210 / -0.01192 Ha
Energy above the lowest of the compared OMol25 structures with the same formula, charge and spin = 0.0 kJ/mol

Last column: Mulliken charge in e.
Geometry (Å):
Rb 0.80179 -1.54181 -0.04329  0.7802
C 6.05732 0.85688 -0.83165  -0.7277
C 5.31249 0.36635 -1.91420  -0.4401
C 4.51982 -0.77088 -1.81118  -0.4835
C 4.38981 -1.41090 -0.54697  0.1063
C 5.00607 -0.80016 0.58583  -0.0021
C 5.85405 0.26312 0.44220  -0.6800
N 3.55685 -2.47265 -0.45378  -0.3998
C 3.75630 -3.59227 0.26160  0.5713
C 5.00686 -3.86850 1.03465  -0.6277
C 5.08489 -5.01861 1.80065  -0.6121
C 4.20036 -6.06413 1.62490  -0.6508
C 3.14844 -5.94732 0.72072  -0.5116
C 2.79765 -4.71423 0.13263  0.1632
N 1.59057 -4.49527 -0.48362  0.5348
N 0.81510 -5.52529 -0.44542  -0.9568
C -0.48867 -5.21719 -0.61829  0.2019
C -1.42727 -6.26633 -0.36042  -0.4740
C -2.78067 -5.97202 -0.39196  -0.3181
C -3.20407 -4.70548 -0.81910  -0.6365
C -2.21039 -3.72760 -1.00768  -0.1161
N -0.90915 -3.94422 -0.89261  -0.1567
H 6.69384 1.70991 -0.91574  0.4193
H 5.35437 0.90688 -2.85878  0.3892
H 3.92416 -1.19046 -2.62169  0.4779
H 4.78144 -1.25198 1.56902  0.4908
H 6.40420 0.63666 1.29389  0.3789
H 5.79308 -3.10865 0.96222  0.5165
H 5.80779 -5.17711 2.58451  0.3763
H 4.37975 -6.97560 2.17928  0.3570
H 2.45886 -6.76775 0.51176  0.4281
H -1.02492 -7.26205 -0.11902  0.3948
H -3.48484 -6.72347 -0.04665  0.3935
H -4.26052 -4.47225 -0.93931  0.3651
H -2.49367 -2.69248 -1.26810  0.3055
C 1.29958 2.76943 -3.89673  -1.2334
C 1.29393 1.92755 -2.60943  -0.1641
Ge 0.13988 2.40410 -1.11387  -0.0224
C 1.27693 2.51813 0.52164  -0.0623
C 2.08223 3.82001 0.71051  -1.2351
C -0.94106 4.07843 -1.32907  -0.4332
C -2.25038 3.77842 -1.07705  -0.5814
Ge -2.24827 1.73461 -0.99793  0.0962
C -3.29354 0.66635 -2.30866  -0.5424
C -3.80633 1.41467 -3.51282  -1.1536
C -2.81388 1.05257 0.73540  -0.3332
C -3.92528 1.84580 1.41759  -1.2055
C -3.42446 4.55018 -0.71737  0.8683
C -3.23747 5.67322 0.10614  -0.6323
C -4.26865 6.43312 0.61070  -0.7171
C -5.58250 6.09767 0.23077  -0.5006
C -5.75898 4.98121 -0.59907  -0.6407
C -4.73593 4.15007 -1.03389  0.0162
H 2.24414 2.53009 -4.43038  0.3635
H 1.25680 3.87002 -3.77203  0.2740
H 0.49134 2.46570 -4.57734  0.3235
H 2.29032 1.84369 -2.11304  0.1391
H 0.96770 0.93448 -2.92468  0.4113
H 1.90117 1.61663 0.46518  0.0828
H 0.68305 2.38157 1.43170  0.2511
H 2.98337 3.77929 0.06586  0.2960
H 2.37600 3.84189 1.75444  0.3805
H 1.48399 4.68472 0.41812  0.3145
H -0.55585 4.88582 -1.95547  0.4497
H -4.12066 0.17456 -1.77989  0.4120
H -2.60317 -0.12214 -2.62516  0.4352
H -3.82571 2.51618 -3.36862  0.2781
H -4.83979 1.05975 -3.82763  0.2657
H -3.10122 1.28765 -4.31953  0.3527
H -1.91707 1.06390 1.32218  0.1859
H -3.14588 0.03440 0.57923  0.4108
H -3.61863 2.83195 1.73639  0.3368
H -4.24518 1.31826 2.32517  0.4054
H -4.84542 1.93777 0.75792  0.2513
H -2.23276 5.89148 0.44463  0.3538
H -4.09274 7.34831 1.15863  0.3889
H -6.44072 6.67079 0.58755  0.3911
H -6.77960 4.77762 -0.94813  0.3372
H -4.96370 3.25204 -1.62974  0.3785
N -0.18380 -2.23581 5.38961  -0.6622
C 0.01349 -0.96157 4.66964  -0.3057
C 0.16517 -1.30172 3.14290  0.5417
O 0.37918 -0.44635 2.28369  -0.4791
O 0.08531 -2.59673 2.86972  -0.4662
H -1.20010 -2.41382 5.52388  0.2258
H 0.19990 -2.08292 6.33407  0.2521
H 0.02620 -3.02751 3.77466  0.4423
H 0.95418 -0.50616 5.00004  0.3090
H -0.80673 -0.26250 4.78519  0.2923

=====

[5]
A molecular structure, C14H13N2O4PdSe3Te2, computed with ωB97M-V/def2-TZVPD.

Charge = +1
Multiplicity = 5
HOMO level (spin up / spin down) = -11.38 / -12.12 eV
Frontier orbital gap (spin up / spin down) = 0.2334 / 0.1982 Eh
LUMO level (spin up / spin down) = -0.18494 / -0.24713 Ha

Last column: Löwdin spin population.
Geometry (Å):
Pd -0.00891 -0.45032 0.58098  1.1024
Se -2.49715 -1.43702 0.82995  0.7329
Se -2.77041 0.75227 0.93620  0.4929
Te -0.73391 1.59499 2.51971  0.4267
Se 0.56573 -0.34859 3.04636  0.5555
C 3.73836 0.79515 1.42898  0.0087
C 3.01108 1.01646 0.15145  0.0067
N 1.79360 0.60718 -0.16713  0.0947
C 1.54442 1.03596 -1.45296  0.0028
C 2.63220 1.71079 -1.91769  0.0007
N 3.53715 1.68645 -0.89192  0.0025
C 3.01348 2.39719 -3.18732  0.0004
O 2.13887 2.37107 -4.16173  0.0011
O 4.10116 2.91364 -3.24834  0.0011
C 0.25986 0.70602 -2.12965  0.0070
O 0.05848 1.10813 -3.27026  0.0085
O -0.55556 -0.00740 -1.43758  0.1439
H 3.28322 -0.02033 1.98531  0.0093
H 3.71951 1.69144 2.05056  -0.0002
H 4.78004 0.53970 1.23545  0.0003
H 4.44972 2.11786 -0.96297  0.0008
H 1.31325 1.86688 -3.90790  0.0006
C 2.76784 -2.53453 -1.10340  0.0273
Te 0.72883 -2.84373 -0.56946  0.3190
C 1.52803 -3.99945 1.03372  0.0271
C 2.91695 -4.38353 0.58189  0.0059
C 3.60317 -5.42906 1.18982  0.0002
C 4.87815 -5.76460 0.76563  0.0007
C 5.47358 -5.06076 -0.27278  0.0007
C 4.79326 -4.02128 -0.88498  0.0003
C 3.51514 -3.67633 -0.45857  0.0062
H 3.07405 -1.56037 -0.72454  0.0037
H 2.85082 -2.53090 -2.18839  0.0025
H 0.89014 -4.86443 1.20369  0.0027
H 1.53545 -3.38964 1.93752  0.0040
H 3.13461 -5.98782 1.99057  0.0000
H 5.40321 -6.58491 1.23564  0.0000
H 6.46328 -5.33088 -0.61488  0.0000
H 5.25028 -3.48067 -1.70475  0.0000

=====

[6]
2 unconnected molecules or ions with the total composition H4O2, computed with ωB97M-V/def2-TZVPD.

SMILES string = O.O
HOMO level = -10.81 eV
Frontier orbital gap = 0.4164 Eh
LUMO level = 0.01898 Ha
Energy above the lowest of the compared OMol25 structures with the same formula, charge and spin = 20.4 kJ/mol

Last column: natural (NBO) charge in e.
Geometry (Å):
O 1.16179 0.13180 -0.59648  -0.9398
H 2.04610 -0.26280 -0.38211  0.4735
H 1.23986 -0.05056 -1.52985  0.4707
O -1.34977 -0.03070 0.72575  -0.9631
H -0.54432 0.45977 0.44419  0.4922
H -1.23777 -0.95523 0.43367  0.4665

=====

[7]
2 unconnected molecules or ions with the total composition C2H7NOS, computed with ωB97M-V/def2-TZVPD.

SMILES string = CSC.N=O
HOMO level (spin up / spin down) = -8.34 / -8.34 eV
Frontier orbital gap (spin up / spin down) = 0.3032 / 0.3032 Eh
LUMO level (spin up / spin down) = -0.00340 / -0.00342 Ha
Energy above the lowest of the compared OMol25 structures with the same formula, charge and spin = 408.4 kJ/mol

Last column: natural (NBO) charge in e.
Geometry (Å):
C 1.07885 -0.40744 1.47847  -0.7306
S 0.09273 0.76761 0.52121  0.1725
C 0.73705 0.58694 -1.18894  -0.7285
H 1.65540 -1.03539 0.75404  0.2188
H 0.35651 -1.04908 2.06220  0.2304
H 1.68931 0.23613 1.96963  0.2170
H 1.13014 -0.43118 -1.19348  0.2180
H -0.19701 0.59284 -1.81229  0.2398
H 1.36231 1.39394 -1.51090  0.2197
N -2.35222 0.02698 -0.47802  -0.0514
O -2.83486 -0.98448 -0.99780  -0.2819
H -2.71821 0.30313 0.39588  0.2763

=====

[8]
C3H4N2O in the gas phase, computed with ωB97M-V/def2-TZVPD.

SMILES string = Cc1ncno1
HOMO level = -10.32 eV
Frontier orbital gap = 0.4118 Eh
LUMO level = 0.03258 Ha
Energy above the lowest of the compared OMol25 structures with the same formula, charge and spin = 298.8 kJ/mol

Last column: natural (NBO) charge in e.
Geometry (Å):
C 1.36680 -0.66874 0.38528  -0.6858
C 0.24857 0.13308 0.04787  0.5590
N -0.99580 -0.13749 0.51392  -0.5488
C -1.78672 0.65699 -0.28258  0.1478
N -1.18715 1.29320 -1.09342  -0.1472
O 0.24326 0.82666 -0.93931  -0.2921
H 2.12276 -0.14318 0.95540  0.2407
H 1.93486 -1.15445 -0.29372  0.2447
H 0.88196 -1.38986 1.09754  0.2559
H -2.82854 0.58380 -0.39099  0.2258

=====

Q: Which formula does entry 6 have?
A: H4O2